Formula: C27H51BrClN3O5P
Source: the OMol25 dataset
Level of theory: ωB97M-V/def2-TZVPD

Values from the calculation:
orbital gap = 6.584 eV
net charge = +1
F_max = 1.32 eV/A

Atoms and positions in Å:
C: 1.108 2.207 0.495
C: 0.106 2.445 -0.125
C: -1.237 2.596 -0.732
C: -2.244 1.577 -0.200
C: -2.162 0.124 -0.724
C: -0.863 -0.615 -0.505
C: 0.165 -0.441 -1.445
C: 0.051 0.397 -2.691
C: 1.394 -1.095 -1.240
Br: 2.865 -0.888 -2.399
C: 1.541 -1.915 -0.130
C: 0.492 -2.102 0.735
P: 0.800 -3.312 2.126
C: 2.025 -2.472 3.185
O: 1.714 -4.438 1.338
N: -0.685 -1.466 0.549
C: -1.770 -1.791 1.499
Cl: -2.341 -0.375 2.417
C: -2.924 -2.595 0.848
C: -3.352 -3.736 1.796
H: 1.962 2.106 1.121
H: -1.590 3.573 -0.396
H: -1.189 2.669 -1.815
H: -2.235 1.655 0.882
H: -3.225 1.947 -0.509
H: -3.010 -0.400 -0.290
H: -2.385 0.148 -1.787
H: 0.565 1.347 -2.547
H: 0.565 -0.111 -3.505
H: -0.963 0.579 -3.028
H: 2.487 -2.418 0.020
H: 1.540 -1.987 4.028
H: 2.642 -3.272 3.603
H: 2.683 -1.787 2.647
H: 1.157 -5.212 1.210
H: -1.372 -2.439 2.268
H: -3.794 -1.972 0.666
H: -2.531 -3.048 -0.064
H: -2.486 -4.230 2.242
H: -3.965 -3.335 2.602
H: -3.900 -4.493 1.239
C: -8.635 4.560 0.075
O: -8.079 5.727 -0.500
C: -7.876 6.789 0.426
C: -6.398 7.060 0.613
N: -5.750 5.965 1.328
C: -4.293 6.046 1.358
C: -3.547 5.927 0.032
O: -3.644 4.645 -0.576
C: -4.781 4.453 -1.405
H: -8.855 3.867 -0.736
H: -7.936 4.076 0.768
H: -9.566 4.785 0.602
H: -8.361 6.580 1.383
H: -8.343 7.683 0.004
H: -6.271 7.983 1.185
H: -5.963 7.214 -0.384
H: -6.017 5.091 0.896
H: -3.942 5.240 2.008
H: -4.005 6.985 1.838
H: -2.484 6.075 0.245
H: -3.828 6.710 -0.680
H: -5.099 5.380 -1.884
H: -5.616 4.025 -0.844
H: -4.508 3.737 -2.184
C: 9.081 -5.106 -2.442
O: 8.437 -3.846 -2.360
C: 7.122 -3.831 -2.894
C: 6.102 -3.605 -1.796
N: 6.000 -4.765 -0.920
C: 5.196 -4.541 0.277
C: 5.699 -3.524 1.301
O: 6.883 -3.907 1.964
C: 8.093 -3.560 1.308
H: 10.111 -4.970 -2.117
H: 8.605 -5.847 -1.791
H: 9.087 -5.479 -3.469
H: 6.904 -4.747 -3.450
H: 7.068 -2.994 -3.598
H: 5.122 -3.419 -2.247
H: 6.405 -2.702 -1.247
H: 6.930 -5.046 -0.638
H: 5.106 -5.503 0.787
H: 4.184 -4.255 -0.034
H: 4.934 -3.450 2.082
H: 5.802 -2.518 0.874
H: 7.995 -2.637 0.731
H: 8.438 -4.365 0.655
H: 8.853 -3.410 2.075

Formula: C27H51Cl2F4IN3O11S3
Source: the OMol25 dataset
Level of theory: ωB97M-V/def2-TZVPD

Values from the calculation:
orbital gap = 7.502 eV
net charge = +1
F_max = 3.32 eV/A

Atoms and positions in Å:
C: 0.960 -7.663 -2.158
C: 1.967 -6.724 -2.891
C: 2.277 -5.466 -2.074
C: 3.471 -4.657 -2.625
C: 3.811 -3.466 -1.681
C: 3.812 -2.076 -2.349
C: 2.516 -1.745 -3.108
C: 1.294 -1.749 -2.171
C: -0.035 -1.563 -2.925
N: -1.233 -1.305 -2.057
C: -1.268 -2.461 -1.339
N: -1.242 -2.645 -0.051
I: -1.193 -0.939 1.155
C: -1.232 -3.898 0.674
F: -0.112 -3.894 1.415
F: -1.201 -5.000 -0.052
C: -2.418 -4.037 1.707
F: -2.021 -3.689 2.929
F: -3.490 -3.337 1.330
N: -1.277 -3.492 -2.289
C: -2.506 -4.248 -2.526
C: -3.764 -3.634 -1.905
O: -4.162 -2.543 -2.120
O: -4.437 -4.464 -1.100
C: -0.455 -3.016 -3.419
C: -1.074 -2.820 -4.787
Cl: -2.678 -2.100 -4.871
C: -0.493 -3.116 -5.914
C: -1.059 -2.885 -7.284
Cl: 1.124 -3.815 -5.902
H: 0.611 -7.238 -1.208
H: 1.383 -8.653 -1.967
H: 0.059 -7.844 -2.758
H: 2.851 -7.328 -3.117
H: 1.501 -6.466 -3.852
H: 1.362 -4.855 -2.038
H: 2.528 -5.799 -1.057
H: 3.330 -4.370 -3.673
H: 4.322 -5.350 -2.608
H: 4.815 -3.627 -1.273
H: 3.138 -3.529 -0.813
H: 4.002 -1.327 -1.574
H: 4.650 -2.051 -3.055
H: 2.558 -0.770 -3.603
H: 2.354 -2.568 -3.811
H: 1.337 -2.704 -1.627
H: 1.376 -0.970 -1.391
H: 0.069 -0.862 -3.751
H: -0.948 -0.450 -1.574
H: -2.680 -5.099 1.769
H: -2.730 -4.442 -3.577
H: -2.409 -5.235 -2.055
H: -5.177 -3.982 -0.698
H: 0.409 -3.680 -3.423
H: -0.653 -1.929 -7.648
H: -0.679 -3.634 -7.981
H: -2.143 -2.798 -7.301
O: -0.605 1.948 4.689
S: -1.782 2.322 3.969
O: -1.873 2.132 2.544
O: -2.158 3.827 4.315
C: -1.148 4.846 4.158
C: -0.987 5.249 2.705
C: -3.184 1.574 4.730
H: -0.198 4.518 4.584
H: -1.483 5.707 4.735
H: -0.560 4.437 2.116
H: -0.328 6.113 2.622
H: -1.954 5.495 2.265
H: -3.147 1.771 5.798
H: -3.132 0.503 4.542
H: -4.087 1.989 4.288
O: -4.629 9.599 5.723
S: -4.234 8.733 6.790
O: -3.121 7.841 6.650
O: -5.508 7.906 7.290
C: -6.274 7.173 6.322
C: -5.600 5.866 5.964
C: -4.016 9.684 8.258
H: -6.460 7.782 5.436
H: -7.241 6.973 6.782
H: -4.675 6.041 5.414
H: -6.255 5.255 5.340
H: -5.342 5.305 6.863
H: -4.890 10.315 8.399
H: -3.126 10.295 8.124
H: -3.884 9.007 9.098
O: 5.187 0.811 -1.738
S: 5.119 2.226 -1.513
O: 4.468 3.090 -2.447
O: 6.586 2.774 -1.230
C: 7.624 2.464 -2.180
C: 7.558 3.358 -3.403
C: 4.464 2.529 0.095
H: 7.583 1.409 -2.457
H: 8.568 2.624 -1.660
H: 6.668 3.149 -3.996
H: 8.432 3.200 -4.035
H: 7.515 4.407 -3.111
H: 5.002 1.916 0.815
H: 3.411 2.255 0.079
H: 4.573 3.586 0.325